Molecular formula: C62H114B2N6O22
Method: DFT, wB97M-V/def2-TZVPD

Results
* net charge: -2
* HOMO energy: -0.1530 hartree
* gap between HOMO and LUMO: 7.6 eV

Last columns: bonded neighbours and bond lengths (Å).
Cartesian coordinates (Å):
1 O 28.56286 -30.20318 -24.88707  C2 1.186
2 C 29.02103 -29.70028 -25.85800  O1 1.186, O3 1.327, C6 1.553
3 O 28.44072 -29.66039 -27.05078  C2 1.327, B4 1.475
4 B 29.40164 -29.23522 -28.08566  O3 1.475, O5 1.500, O8 1.440, O12 1.468
5 O 30.53938 -28.70732 -27.26336  B4 1.500, C6 1.297
6 C 30.36871 -28.94078 -25.99857  C2 1.553, O5 1.297, O7 1.194
7 O 31.08265 -28.65684 -25.08496  C6 1.194
8 O 28.91330 -28.21173 -28.97277  B4 1.440, C9 1.331
9 C 28.86949 -28.63765 -30.23279  O8 1.331, O10 1.190, C11 1.556
10 O 28.48584 -28.00208 -31.16280  C9 1.190
11 C 29.47738 -30.06969 -30.22263  C9 1.556, O12 1.343, O13 1.177
12 O 29.90945 -30.29143 -28.97042  B4 1.468, C11 1.343
13 O 29.64111 -30.75296 -31.16740  C11 1.177
14 O 27.47457 -31.30874 -34.16819  C15 1.187
15 C 26.56820 -30.90516 -33.51579  O14 1.187, O16 1.327, C19 1.558
16 O 25.60854 -30.06562 -33.88314  C15 1.327, B17 1.484
17 B 24.56638 -29.98708 -32.83009  O16 1.484, O18 1.479, O21 1.479, O25 1.461
18 O 25.03753 -30.91369 -31.77824  B17 1.479, C19 1.329
19 C 26.26512 -31.34363 -32.05225  C15 1.558, O18 1.329, O20 1.193
20 O 26.95162 -32.04975 -31.37824  C19 1.193
21 O 24.44678 -28.62263 -32.27144  B17 1.479, C22 1.322
22 C 23.17812 -28.25460 -32.31757  O21 1.322, O23 1.197, C24 1.558
23 O 22.75542 -27.15241 -32.12071  C22 1.197
24 C 22.37305 -29.40342 -32.99470  C22 1.558, O25 1.320, O26 1.187
25 O 23.24349 -30.33157 -33.34636  B17 1.461, C24 1.320
26 O 21.19803 -29.40405 -33.16639  C24 1.187
27 C 31.99486 -34.77912 -27.51037  C28 1.523, H38 1.092, H39 1.091, H40 1.095
28 C 31.05195 -35.31851 -28.57792  C27 1.523, C29 1.547, N33 1.464, C37 1.524
29 C 30.44396 -36.65756 -28.09642  C28 1.547, C30 1.515, H41 1.086, H42 1.100
30 C 29.43141 -36.47821 -26.98341  C29 1.515, C31 1.528, H43 1.094, H44 1.101
31 C 28.28607 -35.54282 -27.36984  C30 1.528, C32 1.545, H45 1.090, H46 1.090
32 C 28.81689 -34.22098 -27.96843  C31 1.545, N33 1.457, C35 1.523, C36 1.552
33 N 29.90153 -34.47543 -28.90696  C28 1.464, C32 1.457, O34 1.400
34 O 30.27305 -33.31602 -29.59733  N33 1.400, H56 0.974
35 C 27.63224 -33.59760 -28.69560  C32 1.523, H47 1.095, H48 1.091, H49 1.093
36 C 29.19655 -33.25725 -26.81270  C32 1.552, H50 1.093, H51 1.091, H52 1.100
37 C 31.75585 -35.64223 -29.89015  C28 1.524, H53 1.096, H54 1.089, H55 1.087
38 H 32.76172 -35.52363 -27.28902  C27 1.092
39 H 31.48291 -34.51995 -26.58292  C27 1.091
40 H 32.46224 -33.83279 -27.80255  C27 1.095
41 H 30.03987 -37.26874 -28.89859  C29 1.086
42 H 31.29212 -37.18615 -27.63673  C29 1.100
43 H 29.87931 -36.16522 -26.03598  C30 1.094
44 H 28.97949 -37.45352 -26.74478  C30 1.101
45 H 27.75837 -35.27795 -26.45383  C31 1.090
46 H 27.61646 -35.97385 -28.11342  C31 1.090
47 H 26.68967 -33.76234 -28.16390  C35 1.095
48 H 27.68919 -32.52025 -28.85886  C35 1.091
49 H 27.46732 -34.00197 -29.69728  C35 1.093
50 H 28.46212 -32.45805 -26.68672  C36 1.093
51 H 29.38396 -33.72602 -25.84574  C36 1.091
52 H 30.08582 -32.66759 -27.07822  C36 1.100
53 H 32.70207 -36.16664 -29.71608  C37 1.096
54 H 32.00226 -34.74372 -30.45317  C37 1.089
55 H 31.10609 -36.26981 -30.49418  C37 1.087
56 H 30.66243 -32.69261 -28.95893  O34 0.974
57 C 32.28902 -25.57910 -22.90457  C58 1.544, H68 1.098, H69 1.091, H70 1.088
58 C 31.27563 -25.73829 -21.75042  C57 1.544, C59 1.513, N63 1.457, C67 1.535
59 C 30.41984 -24.49019 -21.76399  C58 1.513, C60 1.522, H71 1.096, H72 1.093
60 C 29.16754 -24.62713 -20.90926  C59 1.522, C61 1.534, H73 1.095, H74 1.098
61 C 28.34777 -25.85645 -21.32128  C60 1.534, C62 1.530, H75 1.096, H76 1.096
62 C 29.14078 -27.15310 -21.49852  C61 1.530, N63 1.467, C65 1.538, C66 1.507
63 N 30.43948 -26.87226 -22.12069  C58 1.457, C62 1.467, O64 1.406
64 O 31.18774 -28.05154 -22.27918  N63 1.406, H86 0.965
65 C 29.32217 -27.78380 -20.10734  C62 1.538, H77 1.098, H78 1.093, H79 1.092
66 C 28.38190 -28.12044 -22.36927  C62 1.507, H80 1.090, H81 1.093, H82 1.093
67 C 32.04916 -25.93401 -20.43933  C58 1.535, H83 1.090, H84 1.092, H85 1.091
68 H 32.62096 -24.53319 -22.94844  C57 1.098
69 H 31.82803 -25.71811 -23.88352  C57 1.091
70 H 33.13694 -26.24710 -22.76959  C57 1.088
71 H 30.98032 -23.63827 -21.36323  C59 1.096
72 H 30.08858 -24.22716 -22.77203  C59 1.093
73 H 28.47815 -23.78093 -20.99817  C60 1.095
74 H 29.35944 -24.68781 -19.83008  C60 1.098
75 H 27.75814 -25.60020 -22.20835  C61 1.096
76 H 27.60347 -26.07420 -20.54647  C61 1.096
77 H 28.36284 -28.24038 -19.83024  C65 1.098
78 H 30.02227 -28.62282 -20.09822  C65 1.093
79 H 29.62553 -27.10822 -19.30527  C65 1.092
80 H 27.40304 -28.37168 -21.95976  C66 1.090
81 H 28.28226 -27.78989 -23.40643  C66 1.093
82 H 28.94133 -29.05320 -22.47657  C66 1.093
83 H 33.04436 -25.49739 -20.52066  C67 1.090
84 H 32.19491 -27.00278 -20.27007  C67 1.092
85 H 31.47974 -25.55533 -19.58980  C67 1.091
86 H 31.13452 -28.19862 -23.23163  O64 0.965
87 C 28.49653 -25.61593 -24.15317  C88 1.542, H98 1.095, H99 1.093, H100 1.093
88 C 28.75226 -24.55614 -25.24361  C87 1.542, C89 1.523, N93 1.450, C97 1.526
89 C 29.04401 -25.23949 -26.57252  C88 1.523, C90 1.516, H101 1.099, H102 1.090
90 C 27.81535 -25.73165 -27.31123  C89 1.516, C91 1.530, H103 1.098, H104 1.091
91 C 26.60586 -24.79472 -27.28744  C90 1.530, C92 1.534, H105 1.096, H106 1.099
92 C 26.43164 -23.92326 -26.03745  C91 1.534, N93 1.450, C95 1.531, C96 1.537
93 N 27.70159 -23.57431 -25.43089  C88 1.450, C92 1.450, O94 1.432
94 O 27.49315 -22.79708 -24.24624  N93 1.432, H116 0.961
95 C 25.70064 -22.64613 -26.45857  C92 1.531, H107 1.097, H108 1.086, H109 1.092
96 C 25.51210 -24.67962 -25.06569  C92 1.537, H110 1.094, H111 1.092, H112 1.091
97 C 30.00883 -23.81112 -24.80160  C88 1.526, H113 1.108, H114 1.088, H115 1.088
98 H 28.08308 -25.15298 -23.25135  C87 1.095
99 H 29.41317 -26.12941 -23.85214  C87 1.093
100 H 27.79914 -26.39055 -24.48217  C87 1.093
101 H 29.51263 -24.45883 -27.18736  C89 1.099
102 H 29.72758 -26.08523 -26.50005  C89 1.090
103 H 27.48941 -26.73580 -27.01019  C90 1.098
104 H 28.02985 -25.91664 -28.36491  C90 1.091
105 H 25.67927 -25.36860 -27.40563  C91 1.096
106 H 26.53498 -24.24734 -28.23751  C91 1.099
107 H 26.40033 -22.09075 -27.09513  C95 1.097
108 H 24.79362 -22.85279 -27.01878  C95 1.086
109 H 25.49756 -22.00648 -25.59719  C95 1.092
110 H 24.54890 -24.91100 -25.53001  C96 1.094
111 H 25.92403 -25.65530 -24.79905  C96 1.092
112 H 25.31497 -24.13861 -24.13862  C96 1.091
113 H 30.22854 -23.04578 -25.57232  C97 1.108
114 H 30.91228 -24.41783 -24.80764  C97 1.088
115 H 29.87072 -23.18463 -23.92248  C97 1.088
116 H 27.66385 -21.90334 -24.55646  O94 0.961
117 C 32.81333 -27.18953 -33.90807  C118 1.523, H128 1.099, H129 1.093, H130 1.089
118 C 31.51110 -26.46722 -34.22657  C117 1.523, C119 1.537, N123 1.446, C127 1.538
119 C 31.78225 -25.58034 -35.45273  C118 1.537, C120 1.511, H131 1.101, H132 1.099
120 C 30.53017 -25.01096 -36.07764  C119 1.511, C121 1.514, H133 1.097, H134 1.096
121 C 29.59409 -26.14185 -36.44630  C120 1.514, C122 1.549, H135 1.093, H136 1.093
122 C 29.23076 -27.02347 -35.22562  C121 1.549, N123 1.471, C125 1.531, C126 1.540
123 N 30.48982 -27.42719 -34.58122  C118 1.446, C122 1.471, O124 1.431
124 O 30.19474 -28.31281 -33.49721  N123 1.431, H146 0.971
125 C 28.22051 -26.29052 -34.33980  C122 1.531, H137 1.090, H138 1.091, H139 1.093
126 C 28.59956 -28.31352 -35.78047  C122 1.540, H140 1.089, H141 1.090, H142 1.090
127 C 31.17145 -25.55762 -33.03351  C118 1.538, H143 1.098, H144 1.089, H145 1.092
128 H 32.62784 -27.79971 -33.01275  C117 1.099
129 H 33.63101 -26.54749 -33.57025  C117 1.093
130 H 33.17132 -27.82420 -34.71722  C117 1.089
131 H 32.48091 -24.79129 -35.13282  C119 1.101
132 H 32.42606 -26.05388 -36.20653  C119 1.099
133 H 30.81823 -24.35168 -36.90603  C120 1.097
134 H 30.03958 -24.30988 -35.39213  C120 1.096
135 H 30.05304 -26.80815 -37.18134  C121 1.093
136 H 28.65587 -25.73951 -36.83738  C121 1.093
137 H 28.51914 -25.26599 -34.11990  C125 1.090
138 H 27.27129 -26.31262 -34.87699  C125 1.091
139 H 28.03772 -26.78578 -33.38289  C125 1.093
140 H 28.29096 -28.91971 -34.93000  C126 1.089
141 H 27.74667 -28.13052 -36.43357  C126 1.090
142 H 29.36239 -28.83655 -36.35806  C126 1.090
143 H 30.73331 -26.16402 -32.23002  C127 1.098
144 H 30.47250 -24.75767 -33.27289  C127 1.089
145 H 32.03776 -25.10028 -32.55058  C127 1.092
146 H 29.78003 -27.73814 -32.83302  O124 0.971
147 C 23.53102 -30.15517 -28.73136  C148 1.540, H158 1.095, H159 1.088, H160 1.089
148 C 24.43576 -29.05647 -28.14318  C147 1.540, C149 1.521, N153 1.460, C157 1.523
149 C 23.60795 -27.79210 -27.97372  C148 1.521, C150 1.543, H161 1.098, H162 1.091
150 C 22.60084 -27.91894 -26.81210  C149 1.543, C151 1.527, H163 1.096, H164 1.089
151 C 23.39359 -28.23019 -25.54494  C150 1.527, C152 1.524, H165 1.095, H166 1.102
152 C 24.34252 -29.42052 -25.61108  C151 1.524, N153 1.452, C155 1.514, C156 1.555
153 N 25.06028 -29.41758 -26.87368  C148 1.460, C152 1.452, O154 1.420
154 O 25.80725 -30.61454 -27.03386  N153 1.420, H176 0.971
155 C 25.31352 -29.31588 -24.45390  C152 1.514, H167 1.095, H168 1.095, H169 1.092
156 C 23.54063 -30.73593 -25.39988  C152 1.555, H170 1.091, H171 1.089, H172 1.088
157 C 25.52165 -28.71829 -29.15667  C148 1.523, H173 1.086, H174 1.094, H175 1.097
158 H 23.22857 -29.86477 -29.74270  C147 1.095
159 H 22.59330 -30.28785 -28.19481  C147 1.088
160 H 24.07414 -31.09585 -28.80242  C147 1.089
161 H 24.18266 -26.91183 -27.65760  C149 1.098
162 H 23.03284 -27.55166 -28.86878  C149 1.091
163 H 21.94614 -28.78129 -26.97931  C150 1.096
164 H 22.00495 -27.02254 -26.64430  C150 1.089
165 H 22.72573 -28.32536 -24.68202  C151 1.095
166 H 24.03299 -27.36751 -25.29690  C151 1.102
167 H 26.07474 -30.10117 -24.49782  C155 1.095
168 H 25.88390 -28.38117 -24.46074  C155 1.095
169 H 24.79855 -29.44982 -23.50019  C155 1.092
170 H 22.84713 -30.88114 -26.22979  C156 1.091
171 H 24.23730 -31.56989 -25.47689  C156 1.089
172 H 22.96107 -30.68902 -24.47970  C156 1.088
173 H 25.16741 -28.13035 -29.99781  C157 1.086
174 H 26.05901 -29.59225 -29.53572  C157 1.094
175 H 26.29242 -28.12874 -28.64438  C157 1.097
176 H 26.72192 -30.29255 -26.98117  O154 0.971
177 C 33.00564 -32.58188 -32.38965  C178 1.518, H188 1.094, H189 1.092, H190 1.090
178 C 33.16332 -32.06767 -33.80962  C177 1.518, C179 1.531, N183 1.463, C187 1.548
179 C 33.97445 -33.09391 -34.60431  C178 1.531, C180 1.528, H191 1.098, H192 1.096
180 C 33.92616 -32.94918 -36.12447  C179 1.528, C181 1.517, H193 1.100, H194 1.092
181 C 32.48500 -32.91358 -36.59742  C180 1.517, C182 1.528, H195 1.095, H196 1.096
182 C 31.65505 -31.86626 -35.85612  C181 1.528, N183 1.461, C185 1.546, C186 1.532
183 N 31.83146 -32.01009 -34.41311  C178 1.463, C182 1.461, O184 1.403
184 O 30.99619 -31.11983 -33.72073  N183 1.403, H206 0.973
185 C 32.00521 -30.47152 -36.42372  C182 1.546, H197 1.097, H198 1.089, H199 1.093
186 C 30.17888 -32.14451 -36.15789  C182 1.532, H200 1.098, H201 1.093, H202 1.085
187 C 33.93390 -30.72558 -33.82386  C178 1.548, H203 1.090, H204 1.088, H205 1.092
188 H 32.31330 -31.95139 -31.82318  C177 1.094
189 H 33.95852 -32.58713 -31.85681  C177 1.092
190 H 32.51595 -33.55606 -32.39481  C177 1.090
191 H 35.03965 -33.10374 -34.33804  C179 1.098
192 H 33.62296 -34.09382 -34.32592  C179 1.096
193 H 34.37288 -33.87267 -36.52266  C180 1.100
194 H 34.56207 -32.16349 -36.53728  C180 1.092
195 H 32.00764 -33.89322 -36.49031  C181 1.095
196 H 32.40255 -32.70019 -37.66958  C181 1.096
197 H 31.63753 -29.67690 -35.76256  C185 1.097
198 H 33.06306 -30.28541 -36.60152  C185 1.089
199 H 31.43535 -30.32448 -37.34463  C185 1.093
200 H 30.06224 -32.20979 -37.24742  C186 1.098
201 H 29.95772 -33.14926 -35.78890  C186 1.093
202 H 29.46758 -31.43920 -35.74099  C186 1.085
203 H 34.86637 -30.81731 -33.26631  C187 1.090
204 H 33.28962 -29.92429 -33.46885  C187 1.088
205 H 34.23685 -30.50607 -34.84935  C187 1.092
206 H 31.24322 -30.21021 -33.96086  O184 0.973